# C16H14N2O3SZn

C16H14N2O3SZn as an isolated structure (ωB97M-V/def2-TZVPD, the OMol25 dataset).

Values from the calculation:
E_tot	-85154.36653	eV
highest occupied orbital energy	-13.92	eV
gap between HOMO and LUMO	2.1	eV

The geometry in ORCA input format:
```
! RIJCOSX wB97M-V def2-TZVPD def2/J DEFGRID3
* xyz 2 1
O -4.528 0.455 -0.987
C -3.559 0.912 -0.157
C -3.763 1.022 1.500
C -2.610 1.068 2.469
C -1.034 1.033 1.916
O -0.104 0.703 2.816
C -0.782 1.443 0.349
C 0.644 1.931 -0.302
C 2.029 2.007 0.620
C 2.865 0.610 0.238
C 1.893 -0.705 0.091
C 2.697 -2.150 0.127
S 1.777 -3.229 1.380
C 0.135 -3.825 0.695
N -1.262 -3.793 1.342
N -2.126 -4.388 0.410
C -1.460 -4.888 -0.878
O -0.071 -4.484 -0.610
C 0.858 2.346 -1.906
C -0.425 2.261 -2.924
C -1.868 1.750 -2.296
C -2.073 1.369 -0.712
H -4.841 1.077 1.951
H -2.819 1.132 3.643
H 1.821 2.118 1.766
H 2.608 2.982 0.251
H 3.775 0.443 0.976
H 3.359 0.846 -0.822
H 1.135 -0.689 0.984
H 1.258 -0.723 -0.919
H 3.842 -2.054 0.352
H 2.549 -2.687 -0.924
H -1.952 -5.438 -1.792
H 1.920 2.675 -2.307
H -0.242 2.529 -4.055
H -2.764 1.670 -3.060
Zn 3.119 4.671 0.776
*
```

***

# C16H15BCl3MoN10O6

C16H15BCl3MoN10O6 as an isolated structure (ωB97M-V/def2-TZVPD, the OMol25 dataset).

Values from the calculation:
E_tot	-84100.29388	eV
expectation value of S²	3.77
highest occupied orbital energy (spin up / spin down)	-14.49 / -14.50	eV
gap between HOMO and LUMO (spin up / spin down)	6.4 / 4.9	eV

The geometry in ORCA input format:
```
! RIJCOSX wB97M-V def2-TZVPD def2/J DEFGRID3
* xyz 2 4
Mo -0.008 0.105 -0.384
C 0.249 -4.025 -1.561
C -0.449 -2.969 -1.020
N 0.298 -1.843 -1.083
N 1.478 -2.180 -1.685
C 1.466 -3.486 -1.950
B 2.579 -1.088 -1.881
N 1.925 0.109 -2.637
C 2.354 0.727 -3.737
C 1.489 1.773 -4.029
C 0.533 1.732 -3.037
N 0.806 0.722 -2.184
N 2.926 -0.560 -0.457
C 4.043 -0.583 0.261
C 3.817 0.046 1.484
C 2.504 0.438 1.447
N 1.946 0.067 0.268
N 3.756 -1.568 -2.651
C 3.802 -2.273 -3.823
C 5.063 -2.161 -4.332
C 5.744 -1.339 -3.410
N 4.961 -0.964 -2.420
H -0.071 -5.048 -1.649
H -1.431 -2.954 -0.586
H 2.329 -3.971 -2.372
H 3.241 0.387 -4.249
H 1.550 2.459 -4.855
H -0.335 2.355 -2.908
H 4.937 -1.026 -0.142
H 4.525 0.194 2.280
H 1.930 0.969 2.187
H 2.939 -2.771 -4.233
H 5.447 -2.602 -5.235
H 6.769 -1.007 -3.436
C -4.475 -0.804 1.061
C -3.001 -0.648 1.044
O -2.226 -1.052 0.226
H -4.712 -1.706 1.632
H -4.823 -0.927 0.039
H -4.957 0.039 1.551
Cl -2.177 4.843 -1.482
C -2.817 3.367 -0.763
Cl -4.033 2.641 -1.784
Cl -3.453 3.674 0.866
C -1.668 2.400 -0.577
N -1.530 1.230 -0.939
O -1.107 0.618 3.631
N -1.260 0.146 2.577
O -2.608 0.084 2.183
O -0.387 -0.275 1.813
O 0.304 2.139 0.492
O -0.600 3.027 0.220
*
```

***

# C16H15Br2IN3Ru

C16H15Br2IN3Ru as an isolated structure (ωB97M-V/def2-TZVPD, the OMol25 dataset).

Values from the calculation:
E_tot	-172041.23413	eV
expectation value of S²	6.05
highest occupied orbital energy (spin up / spin down)	-16.92 / -16.84	eV
gap between HOMO and LUMO (spin up / spin down)	6.5 / 3.6	eV

The geometry in ORCA input format:
```
! RIJCOSX wB97M-V def2-TZVPD def2/J DEFGRID3
* xyz 3 5
Ru 0.419 -1.001 -0.249
N 1.751 0.613 0.110
C 1.429 1.976 -0.161
C 2.361 2.822 -0.737
C 2.095 4.186 -0.849
C 0.888 4.708 -0.366
C -0.053 3.873 0.194
C 0.166 2.481 0.269
C -0.938 1.611 0.601
C -2.006 2.100 1.399
C -3.243 1.498 1.402
C -3.476 0.395 0.584
C -2.408 -0.167 -0.116
C -1.114 0.328 -0.002
H 2.682 0.424 -0.290
H 1.841 0.496 1.137
H 3.314 2.437 -1.068
H 2.842 4.848 -1.263
H 0.690 5.767 -0.437
H -0.993 4.280 0.538
H -1.823 2.960 2.028
H -4.056 1.910 1.987
H -4.466 -0.023 0.482
H -2.629 -0.977 -0.800
Br 4.945 -0.789 -0.148
C 4.327 -2.616 -0.179
Br 2.364 -2.690 -0.209
H 4.653 -3.131 0.726
H 4.680 -3.111 -1.086
I -2.835 -5.778 1.583
C -1.927 -4.417 0.269
C -1.853 -4.506 -1.126
N -1.194 -3.427 -1.549
N -0.832 -2.640 -0.526
C -1.262 -3.219 0.589
H -2.246 -5.257 -1.787
H -0.983 -3.184 -2.516
H -1.110 -2.776 1.567
*
```

***

# C16H15BrCl3NO6PRuTe

C16H15BrCl3NO6PRuTe as an isolated structure (ωB97M-V/def2-TZVPD, the OMol25 dataset).

Values from the calculation:
E_tot	-157386.58523	eV
expectation value of S²	0.76
highest occupied orbital energy (spin up / spin down)	-8.10 / -7.94	eV
gap between HOMO and LUMO (spin up / spin down)	7.3 / 6.3	eV

The geometry in ORCA input format:
```
! RIJCOSX wB97M-V def2-TZVPD def2/J DEFGRID3
* xyz 0 2
Ru 1.136 -1.111 -0.638
Cl -2.221 -0.590 5.514
C -1.045 -0.492 4.235
C -0.914 -1.538 3.346
C 0.009 -1.406 2.329
Cl 0.233 -2.670 1.154
C 0.810 -0.289 2.118
O 1.636 -0.168 1.103
C 0.661 0.727 3.078
Cl 1.647 2.141 2.915
C -0.251 0.639 4.111
H -1.513 -2.433 3.440
H -0.347 1.455 4.813
Br 1.422 1.987 -2.599
C 2.983 1.095 -2.074
C 4.203 1.631 -2.451
C 5.362 0.995 -2.040
C 5.268 -0.159 -1.289
C 4.013 -0.648 -0.995
N 2.887 -0.036 -1.365
C 3.814 -1.947 -0.292
O 4.733 -2.477 0.283
O 2.608 -2.415 -0.430
H 4.230 2.524 -3.057
H 6.326 1.399 -2.316
H 6.129 -0.706 -0.935
C -4.352 -1.522 0.466
C -3.112 -1.888 -0.316
O -2.060 -0.960 0.013
P -1.324 -0.086 -1.088
O -0.407 0.849 -0.368
Te -0.329 -1.547 -2.766
O -2.511 0.547 -1.938
C -3.125 1.784 -1.472
C -2.455 2.980 -2.106
H -5.135 -2.257 0.275
H -4.717 -0.539 0.168
H -4.137 -1.500 1.534
H -3.307 -1.864 -1.389
H -2.755 -2.883 -0.050
H -3.064 1.837 -0.383
H -4.172 1.711 -1.759
H -1.398 2.998 -1.837
H -2.922 3.898 -1.748
H -2.538 2.935 -3.192
*
```

***

# C16H15BrMoSe

C16H15BrMoSe as an isolated structure (ωB97M-V/def2-TZVPD, the OMol25 dataset).

Values from the calculation:
E_tot	-154078.50876	eV
expectation value of S²	2.04
highest occupied orbital energy (spin up / spin down)	-6.38 / -7.53	eV
gap between HOMO and LUMO (spin up / spin down)	5.6 / 6.9	eV

The geometry in ORCA input format:
```
! RIJCOSX wB97M-V def2-TZVPD def2/J DEFGRID3
* xyz 0 3
C -2.001 -0.810 -1.739
C -1.745 -1.603 -0.563
C -1.534 -0.711 0.524
H -1.809 -2.681 -0.508
C -1.592 0.630 0.049
C -1.877 0.599 -1.360
H -2.087 1.461 -1.987
H -2.407 -1.183 -2.682
H -1.443 -1.025 1.559
H -1.604 1.529 0.647
Mo 0.294 -0.169 -1.588
Br 1.177 -2.446 -0.874
C 1.894 0.565 -2.857
C 0.739 1.330 -3.246
C -0.241 0.421 -3.767
H 0.673 2.421 -3.258
C 0.298 -0.907 -3.705
C 1.651 -0.809 -3.213
H 2.402 -1.593 -3.271
H 2.815 0.961 -2.433
H -1.198 0.696 -4.216
H -0.192 -1.814 -4.048
Se 1.507 1.046 0.423
C 0.934 0.597 2.237
C 0.173 1.548 2.948
C -0.120 1.370 4.304
C 0.330 0.225 4.977
C 1.058 -0.748 4.278
C 1.352 -0.572 2.912
H -0.161 2.434 2.419
H -0.699 2.124 4.834
H 0.109 0.096 6.035
H 1.401 -1.649 4.807
H 1.905 -1.331 2.364
*
```

***

# C16H15CeClS

C16H15CeClS as an isolated structure (ωB97M-V/def2-TZVPD, the OMol25 dataset).

Values from the calculation:
E_tot	-53123.10877	eV
expectation value of S²	0.75
highest occupied orbital energy (spin up / spin down)	-3.16 / -4.10	eV
gap between HOMO and LUMO (spin up / spin down)	5.8 / 6.8	eV

The geometry in ORCA input format:
```
! RIJCOSX wB97M-V def2-TZVPD def2/J DEFGRID3
* xyz -1 2
C 0.744 -2.058 1.096
C 1.754 -1.601 0.223
C 1.244 -1.680 -1.093
H 2.722 -1.230 0.515
C -0.089 -2.143 -1.026
C -0.383 -2.387 0.335
H -1.345 -2.661 0.726
H 0.789 -2.038 2.169
H 1.773 -1.413 -1.991
H -0.772 -2.255 -1.850
Ce 0.000 0.000 0.000
Cl 0.282 0.724 2.366
C -0.307 2.306 -0.437
C -0.742 1.640 -1.604
C 0.371 1.018 -2.185
H -1.764 1.542 -1.923
C 1.505 1.313 -1.389
C 1.088 2.115 -0.318
H 1.696 2.441 0.507
H -0.941 2.783 0.288
H 0.354 0.382 -3.055
H 2.505 0.945 -1.547
S -2.784 -0.377 0.058
C -2.987 0.073 1.778
C -3.074 1.420 2.152
C -3.242 1.763 3.498
C -3.329 0.761 4.471
C -3.247 -0.584 4.098
C -3.076 -0.928 2.754
H -3.014 2.199 1.404
H -3.308 2.804 3.787
H -3.461 1.027 5.511
H -3.318 -1.359 4.850
H -3.018 -1.972 2.473
*
```

***

> Which value of E_tot does entry 1 give?

-85154.36653 eV

***

Repeat the third record exactly.
# C16H15Br2IN3Ru

C16H15Br2IN3Ru as an isolated structure (ωB97M-V/def2-TZVPD, the OMol25 dataset).

Values from the calculation:
E_tot	-172041.23413	eV
expectation value of S²	6.05
highest occupied orbital energy (spin up / spin down)	-16.92 / -16.84	eV
gap between HOMO and LUMO (spin up / spin down)	6.5 / 3.6	eV

The geometry in ORCA input format:
```
! RIJCOSX wB97M-V def2-TZVPD def2/J DEFGRID3
* xyz 3 5
Ru 0.419 -1.001 -0.249
N 1.751 0.613 0.110
C 1.429 1.976 -0.161
C 2.361 2.822 -0.737
C 2.095 4.186 -0.849
C 0.888 4.708 -0.366
C -0.053 3.873 0.194
C 0.166 2.481 0.269
C -0.938 1.611 0.601
C -2.006 2.100 1.399
C -3.243 1.498 1.402
C -3.476 0.395 0.584
C -2.408 -0.167 -0.116
C -1.114 0.328 -0.002
H 2.682 0.424 -0.290
H 1.841 0.496 1.137
H 3.314 2.437 -1.068
H 2.842 4.848 -1.263
H 0.690 5.767 -0.437
H -0.993 4.280 0.538
H -1.823 2.960 2.028
H -4.056 1.910 1.987
H -4.466 -0.023 0.482
H -2.629 -0.977 -0.800
Br 4.945 -0.789 -0.148
C 4.327 -2.616 -0.179
Br 2.364 -2.690 -0.209
H 4.653 -3.131 0.726
H 4.680 -3.111 -1.086
I -2.835 -5.778 1.583
C -1.927 -4.417 0.269
C -1.853 -4.506 -1.126
N -1.194 -3.427 -1.549
N -0.832 -2.640 -0.526
C -1.262 -3.219 0.589
H -2.246 -5.257 -1.787
H -0.983 -3.184 -2.516
H -1.110 -2.776 1.567
*
```